22
Properties=species:S:1:pos:R:3 method="wB97M-V/def2-TZVPD" energy_ha=-308.73221 charge=+1 orbital_gap_ev=10.638 homo_ev=-13.8 smiles=CCNC[C@@H](C)[NH3+] relative_energy_kj_mol=158.74
C 1.580 1.761 1.685
C 1.265 1.720 0.216
N 0.010 1.063 0.006
C -0.070 0.030 -1.041
C -1.045 -1.059 -0.593
C -0.780 -2.403 -1.427
N -1.032 -1.018 0.891
H 0.872 2.432 2.161
H 1.602 0.813 2.301
H 2.482 2.371 1.808
H 1.176 2.800 -0.143
H 2.150 1.207 -0.272
H -0.642 1.788 -0.212
H -0.207 0.398 -2.015
H 0.899 -0.362 -1.091
H -2.017 -0.592 -0.793
H -0.272 -2.230 -2.338
H -0.096 -2.986 -0.736
H -1.633 -2.958 -1.647
H -1.969 -1.199 1.298
H -0.396 -0.194 1.168
H -0.499 -1.895 1.195